one:
13
Properties=species:S:1:pos:R:3 method="wB97M-V/def2-TZVPD" charge=0 e_lumo_ha=0.0335 orbital_gap_ev=10.5 smiles="C=CC.C=O"
O 0.407 -1.979 -2.357
C 0.589 -0.813 -2.563
C -0.650 1.291 0.144
C -0.291 0.088 0.595
C 0.177 -0.157 1.989
H 0.408 0.743 2.563
H -1.365 1.431 -0.664
H 0.967 -0.914 2.062
H 0.137 -0.011 -1.944
H -0.496 2.191 0.747
H -0.674 -0.636 2.545
H 1.390 -0.413 -3.193
H -0.596 -0.820 0.075

---

two:
13
Properties=species:S:1:pos:R:3 method="wB97M-V/def2-TZVPD" charge=0 e_lumo_ha=0.0269 orbital_gap_ev=9.3
O 1.178 0.679 -1.168
C -0.028 1.036 -0.742
C 1.288 -0.501 -0.329
C -0.097 -0.154 0.233
C -1.288 -1.053 -0.065
H -0.086 0.184 1.275
H 2.153 -0.424 0.337
H -1.397 -1.194 -1.146
H 0.302 2.762 1.280
H -2.198 -0.559 0.289
H 1.369 -1.393 -0.955
H 0.033 2.659 0.585
H -1.230 -2.041 0.406

---

What should be chosen as the least stable of them? Choose two.

---

one:
13
Properties=species:S:1:pos:R:3 method="wB97M-V/def2-TZVPD" charge=0 e_lumo_ha="0.0289 / 0.0338" orbital_gap_ev="7.8 / 8.2"
O 1.285 0.591 -0.647
C -1.039 0.495 -0.012
C -0.791 -1.015 0.110
C 1.686 0.108 0.524
C 0.054 0.856 -0.953
H 2.737 -0.124 0.555
H -2.015 0.774 -0.429
H -1.231 -1.531 -0.748
H -0.954 1.012 0.955
H 0.332 -1.137 0.196
H 1.165 0.423 1.422
H -1.130 -1.469 1.039
H -0.098 1.017 -2.012

---

two:
13
Properties=species:S:1:pos:R:3 method="wB97M-V/def2-TZVPD" charge=0 e_lumo_ha=0.0315 orbital_gap_ev=9.4
O -1.633 0.681 0.921
C 1.674 -0.255 -0.587
C -0.693 0.435 -0.148
C 0.610 -0.014 0.476
C -2.692 -0.054 1.063
H 0.423 -0.933 1.047
H 1.364 -1.030 -1.298
H 1.875 0.661 -1.153
H -0.601 1.357 -0.727
H 2.609 -0.579 -0.127
H 0.934 0.747 1.193
H -1.120 -0.359 -0.769
H -2.749 -0.658 0.106

---

three:
13
Properties=species:S:1:pos:R:3 method="wB97M-V/def2-TZVPD" charge=0 e_lumo_ha=0.0368 orbital_gap_ev=10.8 smiles=C[C@H]1C[C@H]1O
O -1.765 -0.957 0.229
C -0.738 -0.727 -0.688
C 0.667 -1.078 -0.330
C 0.278 0.374 -0.456
C 0.431 1.214 0.805
H 0.588 0.903 -1.356
H -1.021 -0.978 -1.713
H 0.813 -1.427 0.689
H -0.112 2.167 0.794
H -2.094 -0.090 0.485
H 0.152 0.668 1.713
H 1.305 -1.530 -1.081
H 1.496 1.462 0.908

---

four:
13
Properties=species:S:1:pos:R:3 method="wB97M-V/def2-TZVPD" charge=0 e_lumo_ha=0.0270 orbital_gap_ev=10.7 smiles="CC(C)C=O"
O -1.513 0.586 1.854
C 0.109 -1.296 0.552
C 0.172 0.214 0.157
C -0.916 1.064 0.856
C 0.376 0.377 -1.361
H -0.516 -1.947 -0.211
H -0.381 -0.319 -1.791
H 1.025 0.721 0.615
H 1.405 0.100 -1.803
H -0.997 2.149 0.415
H -0.343 -1.374 1.681
H 0.316 1.494 -1.608
H 1.263 -1.770 0.644

---

What should be chosen as the least stable of them? Choose one.

---

one:
13
Properties=species:S:1:pos:R:3 method="wB97M-V/def2-TZVPD" charge=0 e_lumo_ha=0.0419 orbital_gap_ev=11.0 smiles=C[C@@H]1O[C@@H]1C
O 0.195 -0.986 -1.094
C 0.790 -0.585 0.128
C 0.380 0.432 -0.823
C 0.156 -0.969 1.430
C -0.914 1.172 -0.903
H 1.236 0.984 -1.247
H -0.845 -1.338 1.261
H 0.748 -1.781 1.832
H -1.696 0.618 -0.383
H 0.101 -0.206 2.211
H -1.178 1.212 -1.966
H -0.837 2.195 -0.527
H 1.864 -0.749 0.080

---

two:
13
Properties=species:S:1:pos:R:3 method="wB97M-V/def2-TZVPD" charge=0 e_lumo_ha=0.0356 orbital_gap_ev=10.4 smiles="C=CO.C=C"
O 1.636 0.306 0.009
C -2.221 0.899 2.063
C 1.995 -0.344 -2.409
C 2.248 -0.498 -1.070
C -2.286 -0.211 1.278
H -2.770 -0.471 0.396
H 1.046 0.227 -2.699
H 3.183 -1.118 -0.653
H 0.720 0.383 -0.356
H 2.583 -0.931 -3.041
H -1.458 1.072 2.781
H -1.788 -1.093 1.782
H -2.888 1.778 1.919

---

What should be chosen as the least stable of them? Choose two.

---

one:
13
Properties=species:S:1:pos:R:3 method="wB97M-V/def2-TZVPD" charge=0 e_lumo_ha=0.0378 orbital_gap_ev=10.6 smiles=CC1(O)CC1
O -0.656 0.724 -1.402
C -1.234 -0.451 0.646
C 0.965 0.777 0.410
C 1.278 -0.434 -0.429
C -0.143 0.062 -0.274
H -1.521 0.389 1.288
H -0.927 -1.281 1.288
H 1.670 -1.325 0.054
H -1.205 0.085 -1.875
H 1.720 -0.219 -1.399
H -2.130 -0.746 0.089
H 0.999 0.626 1.487
H 1.195 1.779 0.066

---

two:
13
Properties=species:S:1:pos:R:3 method="wB97M-V/def2-TZVPD" charge=0 e_lumo_ha=0.0362 orbital_gap_ev=10.7 smiles="C=CO.C=C"
O 1.148 1.247 -0.290
C 1.419 0.226 -1.178
C 1.807 -0.991 -0.843
C -2.323 0.346 1.309
C -1.993 -0.899 1.003
H -1.957 -1.239 -0.023
H 0.193 1.363 -0.225
H -1.900 -1.636 1.787
H 1.995 -1.677 -1.659
H -2.348 0.676 2.340
H 1.364 0.518 -2.232
H -2.557 1.023 0.501
H 2.053 -1.238 0.179

---

What should be chosen as the least stable of them? Choose two.